1.
The following is a DFT calculation (ωB97M-V/def2-TZVPD) of a 2-piece molecular cluster, CH3NO2S overall.

Geometry as XYZ:
```
8
Properties=species:S:1:pos:R:3:mulliken_charge:R:1
H 0.835 -1.371 0.015 0.392
N -1.024 -0.353 -0.539 0.882
H -0.117 -0.283 1.346 0.429
S 1.480 1.310 -0.386 -0.134
C 0.087 -0.676 0.355 -0.731
H 1.651 1.740 0.926 0.154
O -1.254 -1.002 -1.520 -0.532
O -1.658 0.634 -0.197 -0.459
```

Molar mass = 93.1 g/mol
Net charge = 0
Relative energy (zero: lowest compared OMol25 entry of this formula, charge and spin) = 479.1 kJ/mol
Total energy = -643.1317 Ha
Orbital gap (spin up / spin down) = 7.631 / 7.630 eV
Maximum force = 4.2 eV/A
Highest occupied orbital energy (spin up / spin down) = -9.897 / -9.896 eV


2.
The following is a DFT calculation (ωB97M-V/def2-TZVPD) of a 2-piece molecular cluster, CH3NO2S overall.

Geometry as XYZ:
```
8
Properties=species:S:1:pos:R:3:mulliken_charge:R:1
O 3.379 0.735 0.094 -0.479
S -0.121 -1.403 -0.207 -0.058
H 0.182 0.859 0.319 0.420
O 2.504 -1.275 0.237 -0.426
C 0.024 0.291 -0.556 -0.621
N 2.531 -0.095 -0.018 0.675
H 0.274 0.275 -1.603 0.325
H 0.312 -1.338 1.038 0.162
```

Molar mass = 93.1 g/mol
Net charge = 0
Relative energy (zero: lowest compared OMol25 entry of this formula, charge and spin) = 517.1 kJ/mol
Total energy = -643.1172 Ha
Orbital gap (spin up / spin down) = 9.071 / 6.602 eV
Maximum force = 3.8 eV/A
Highest occupied orbital energy (spin up / spin down) = -9.600 / -8.027 eV


3.
The following is a DFT calculation (ωB97M-V/def2-TZVPD) of one molecule with the formula CH3NO2S.

Geometry as XYZ:
```
8
Properties=species:S:1:pos:R:3:mulliken_charge:R:1
S -0.384 1.063 -0.648 -0.166
N 1.132 -1.078 -0.025 0.721
C 1.107 0.376 -0.042 -0.412
O 1.988 -1.576 -1.108 -0.498
O 0.555 -1.791 0.718 -0.423
H -0.296 0.675 -1.899 0.150
H 1.742 0.656 -0.850 0.331
H 1.409 0.683 0.999 0.297
```

SMILES = O=[N+]([O-])CS
Molar mass = 93.1 g/mol
Net charge = 0
Relative energy (zero: lowest compared OMol25 entry of this formula, charge and spin) = 395.8 kJ/mol
Total energy = -643.1634 Ha
Orbital gap = 9.405 eV
Maximum force = 7.9 eV/A
Highest occupied orbital energy = -10.321 eV


4.
The following is a DFT calculation (ωB97M-V/def2-TZVPD) of one molecule with the formula CH3NO2S3.

Geometry as XYZ:
```
10
Properties=species:S:1:pos:R:3:mulliken_charge:R:1
H -3.031 -2.173 0.182 0.151
N -1.106 -0.816 0.059 -0.415
O 0.695 0.428 -0.342 -0.349
H 3.568 0.694 0.260 0.181
S -2.792 -0.827 0.441 -0.178
S 3.217 -0.508 0.764 -0.147
O -1.209 1.453 -0.162 -0.516
C -0.588 0.278 -0.226 0.851
S 1.831 -0.746 -0.718 0.073
H -0.585 2.215 -0.258 0.349
```

SMILES = O/C(=N\S)OSS
Molar mass = 157.2 g/mol
Net charge = 0
Relative energy (zero: lowest compared OMol25 entry of this formula, charge and spin) = 0.0 kJ/mol
Total energy = -1439.6496 Ha
Orbital gap = 8.698 eV
Maximum force = 3.3 eV/A
Highest occupied orbital energy = -8.416 eV


5.
The following is a DFT calculation (ωB97M-V/def2-TZVPD) of a 2-piece molecular cluster, CH3NO3 overall.

Geometry as XYZ:
```
8
Properties=species:S:1:pos:R:3:mulliken_charge:R:1
N 1.804 0.069 0.016 0.714
H 1.202 -0.779 0.360 0.321
C -1.864 -0.031 0.017 -0.150
O 1.152 0.901 -0.525 -0.448
O -0.778 -0.272 0.446 -0.399
H -2.373 0.760 0.583 0.243
O 2.997 -0.014 -0.081 -0.537
H -2.138 -0.635 -0.817 0.257
```

SMILES = O=[NH+][O-].C=O
Molar mass = 77.0 g/mol
Net charge = 0
Relative energy (zero: lowest compared OMol25 entry of this formula, charge and spin) = 309.0 kJ/mol
Total energy = -320.2249 Ha
Orbital gap = 11.235 eV
Maximum force = 2.7 eV/A
Highest occupied orbital energy = -10.678 eV


6.
The following is a DFT calculation (ωB97M-V/def2-TZVPD) of a 2-piece molecular cluster, CH3NO3 overall.

Geometry as XYZ:
```
8
Properties=species:S:1:pos:R:3:mulliken_charge:R:1
O -0.672 0.205 -1.961 0.091
H 1.171 2.196 -0.586 0.317
O -0.536 1.110 -2.912 -0.573
H -0.237 -0.350 1.047 0.293
N -0.565 -0.749 0.130 -0.329
O 1.029 1.475 0.166 -0.655
C -0.337 0.137 -0.785 0.619
H -1.039 -1.610 0.258 0.237
```

Molar mass = 77.0 g/mol
Net charge = 0
Relative energy (zero: lowest compared OMol25 entry of this formula, charge and spin) = 671.6 kJ/mol
Total energy = -320.0868 Ha
Orbital gap (spin up / spin down) = 7.756 / 7.746 eV
Maximum force = 4.5 eV/A
Highest occupied orbital energy (spin up / spin down) = -9.160 / -9.158 eV


7.
The following is a DFT calculation (ωB97M-V/def2-TZVPD) of one molecule with the formula CH3NO3.

Geometry as XYZ:
```
8
Properties=species:S:1:pos:R:3:mulliken_charge:R:1
O 0.278 1.570 -0.253 -0.638
H 2.505 -0.392 0.242 0.353
N -0.221 0.510 -0.052 0.634
H -2.309 0.613 -0.293 0.245
O 0.741 -0.579 0.372 -0.245
C -1.374 0.005 -0.015 -0.404
O 1.845 -0.822 -0.341 -0.286
H -1.465 -0.905 0.340 0.341
```

SMILES = C=[N+]([O-])OO
Molar mass = 77.0 g/mol
Net charge = 0
Relative energy (zero: lowest compared OMol25 entry of this formula, charge and spin) = 561.7 kJ/mol
Total energy = -320.1287 Ha
Orbital gap = 10.586 eV
Maximum force = 5.9 eV/A
Highest occupied orbital energy = -9.706 eV


8.
The following is a DFT calculation (ωB97M-V/def2-TZVPD) of a 2-piece molecular cluster, CH3NO3 overall.

Geometry as XYZ:
```
8
Properties=species:S:1:pos:R:3:mulliken_charge:R:1
O 0.567 -0.917 -0.308 -0.393
H -0.612 0.867 0.644 0.405
O 1.457 -0.425 0.538 -0.006
H 2.681 0.542 -0.919 0.325
C -1.058 0.140 0.170 0.076
H -3.079 -0.434 -0.028 0.268
O 2.131 0.656 -0.071 -0.398
N -2.088 -0.430 -0.026 -0.275
```

Molar mass = 77.0 g/mol
Net charge = 0
Relative energy (zero: lowest compared OMol25 entry of this formula, charge and spin) = 702.2 kJ/mol
Total energy = -320.0752 Ha
Orbital gap (spin up / spin down) = 9.272 / 9.273 eV
Maximum force = 7.3 eV/A
Highest occupied orbital energy (spin up / spin down) = -8.516 / -8.517 eV


9.
The following is a DFT calculation (ωB97M-V/def2-TZVPD) of one molecule with the formula CH3NO3S.

Geometry as XYZ:
```
9
Properties=species:S:1:pos:R:3:mulliken_charge:R:1
O 2.391 0.676 -0.901 -0.592
H 0.485 1.337 -1.107 0.377
S -0.058 -1.595 -0.480 -0.230
C 0.535 0.021 0.264 -0.001
H -1.336 -1.342 -0.210 0.151
O -0.024 1.108 -0.304 -0.423
H 0.344 -0.013 1.339 0.334
O 2.686 -0.713 0.722 -0.502
N 2.017 -0.012 0.018 0.885
```

SMILES = O=[N+]([O-])[C@@H](O)S
Molar mass = 109.1 g/mol
Net charge = 0
Relative energy (zero: lowest compared OMol25 entry of this formula, charge and spin) = 294.3 kJ/mol
Total energy = -718.4590 Ha
Orbital gap = 9.805 eV
Maximum force = 1.4 eV/A
Highest occupied orbital energy = -10.090 eV


10.
The following is a DFT calculation (ωB97M-V/def2-TZVPD) of a 2-piece molecular cluster, CH3NO4 overall.

Geometry as XYZ:
```
9
Properties=species:S:1:pos:R:3:mulliken_charge:R:1
O 0.053 0.555 1.152 -0.548
N 2.632 -0.293 -0.124 1.167
C -0.155 -0.376 0.436 -0.033
O 1.753 -1.088 0.057 -0.559
H 1.368 1.068 0.259 0.429
O 3.732 -0.540 -0.262 -0.564
H -0.362 -0.142 -0.600 0.309
H -0.236 -1.390 0.764 0.215
O 2.245 0.986 -0.154 -0.418
```

SMILES = O=[N+]([O-])O.C=O
Molar mass = 93.0 g/mol
Net charge = 0
Relative energy (zero: lowest compared OMol25 entry of this formula, charge and spin) = 303.5 kJ/mol
Total energy = -395.4363 Ha
Orbital gap = 11.042 eV
Maximum force = 5.2 eV/A
Highest occupied orbital energy = -10.614 eV


11.
The following is a DFT calculation (ωB97M-V/def2-TZVPD) of one molecule with the formula CH3NO4.

Geometry as XYZ:
```
9
Properties=species:S:1:pos:R:3:mulliken_charge:R:1
H 0.387 1.047 0.384 0.307
H -0.135 -0.604 2.529 0.365
O 0.335 -0.920 -2.487 -0.562
O 0.303 1.060 -1.713 -0.552
H -1.266 0.491 0.918 0.207
O 0.407 -0.496 1.735 -0.503
N 0.205 -0.093 -1.647 1.132
C -0.083 0.195 0.683 -0.149
O -0.152 -0.679 -0.403 -0.246
```

SMILES = O=[N+]([O-])OCO
Molar mass = 93.0 g/mol
Net charge = 0
Relative energy (zero: lowest compared OMol25 entry of this formula, charge and spin) = 273.3 kJ/mol
Total energy = -395.4478 Ha
Orbital gap = 11.565 eV
Maximum force = 6.6 eV/A
Highest occupied orbital energy = -11.119 eV


12.
The following is a DFT calculation (ωB97M-V/def2-TZVPD) of a 2-piece molecular cluster, CH3NO4 overall.

Geometry as XYZ:
```
9
Properties=species:S:1:pos:R:3:mulliken_charge:R:1
C -0.353 0.168 0.818 0.220
O 0.807 -0.701 -1.932 -0.481
N 2.251 -0.665 -2.106 0.240
O 2.616 -0.434 -3.206 -0.293
H 0.569 -0.815 -0.900 0.500
O -1.021 0.833 -0.021 -0.369
H -0.632 0.472 1.771 0.399
H -0.704 0.811 -0.929 0.341
O 0.542 -0.644 0.663 -0.557
```

SMILES = O=CO.O=NO
Molar mass = 93.0 g/mol
Net charge = 0
Relative energy (zero: lowest compared OMol25 entry of this formula, charge and spin) = 79.0 kJ/mol
Total energy = -395.5218 Ha
Orbital gap = 10.543 eV
Maximum force = 3.2 eV/A
Highest occupied orbital energy = -10.094 eV